# 1
This record from the OMol25 dataset describes C33H28BrIN5O2RuSSi as an isolated structure. The level of theory is the ωB97M-V functional and the def2-TZVPD basis.

Last column: Löwdin charge in e.
CARTESIAN COORDINATES (ANGSTROEM)
Ru: -0.361872 1.801233 -1.305374  0.7130
N: -1.801891 -7.942802 0.006065  0.0968
C: -1.590988 -6.565043 -0.011900  -0.3203
C: -0.379525 -6.036866 -0.460539  -0.0268
C: -0.147121 -4.671927 -0.415735  -0.0240
C: -1.122724 -3.826944 0.080992  -0.3460
C: -2.333802 -4.327258 0.521928  -0.0096
C: -2.563368 -5.691170 0.478521  -0.0202
S: -1.285498 -1.610318 -1.181083  0.8659
O: -0.874753 -2.444454 0.173783  -0.2962
O: -2.730165 -1.631528 -1.333402  -0.4105
N: -0.828535 -0.137673 -0.529106  -0.2556
C: -1.253171 0.356877 0.634624  -0.5128
N: -2.029836 -0.199856 1.569513  0.1852
C: -2.292358 0.549219 2.621333  -0.0823
C: -1.834388 1.866852 2.795644  -0.0309
C: -1.081719 2.403860 1.788068  -0.1087
N: -0.777427 1.648277 0.715415  -0.0967
H: -1.251747 -8.475806 -0.647095  0.0894
H: -2.765701 -8.234140 0.013875  0.0899
H: 0.386912 -6.702599 -0.839850  0.1129
H: 0.794429 -4.258939 -0.757020  0.1117
H: -3.086002 -3.643150 0.892719  0.1236
H: -3.508092 -6.088155 0.830927  0.1147
H: -2.916529 0.091772 3.382491  0.1240
H: -2.075803 2.438704 3.678456  0.1132
H: -0.697316 3.415899 1.798073  0.1282
C: 3.300653 1.293827 -4.081697  -0.0247
C: 2.564344 0.198755 -3.634570  -0.0518
C: 1.875560 0.286304 -2.442478  -0.1367
C: 1.883526 1.482229 -1.687565  -0.4053
C: 2.637211 2.573237 -2.168901  -0.1411
C: 3.348742 2.472780 -3.349474  -0.0427
Si: 1.563956 1.473823 0.164504  0.7821
C: 2.167022 2.884003 1.177876  -0.2685
C: 1.825352 4.224427 0.959197  -0.1330
C: 2.341396 5.222689 1.769163  -0.0601
C: 3.210426 4.900733 2.804918  -0.0580
C: 3.563781 3.579201 3.032194  -0.0614
C: 3.044064 2.575476 2.227192  -0.0791
C: 1.812074 -0.154232 0.991412  -0.2689
C: 1.284223 -0.365952 2.270515  -0.1012
C: 1.418009 -1.591502 2.900338  -0.0512
C: 2.106442 -2.620815 2.272888  -0.0546
C: 2.676186 -2.414040 1.025890  -0.0670
C: 2.527734 -1.191762 0.387275  -0.0782
H: 3.846339 1.222232 -5.014575  0.1198
H: 2.537120 -0.714086 -4.214856  0.1176
H: 1.305556 -0.562465 -2.084157  0.0787
H: 2.659575 3.498916 -1.608766  0.0752
H: 3.922321 3.316535 -3.708135  0.1200
H: 1.148791 4.490057 0.154667  -0.0217
H: 2.067238 6.254468 1.589876  0.1136
H: 3.614014 5.683670 3.434290  0.1125
H: 4.243927 3.327888 3.835322  0.1118
H: 3.327333 1.547256 2.416122  0.1008
H: 0.766465 0.435205 2.788078  0.1026
H: 0.987579 -1.744690 3.881669  0.1139
H: 2.206840 -3.581877 2.760524  0.1150
H: 3.234990 -3.208288 0.547914  0.1124
H: 2.982653 -1.049811 -0.585954  0.0972
Br: -1.516951 0.769454 -3.833889  0.8591
C: -2.881712 1.347994 -2.667999  -0.7162
C: -4.212593 1.218104 -2.999792  -0.0630
C: -5.140113 1.724420 -2.106416  -0.0166
C: -4.699792 2.352945 -0.950750  -0.0152
C: -3.345366 2.432698 -0.707091  -0.1052
N: -2.443159 1.908422 -1.548120  -0.1487
H: -4.500176 0.738215 -3.923568  0.1210
H: -6.196967 1.640502 -2.320088  0.1249
H: -5.394757 2.784152 -0.244606  0.1202
H: -2.955233 2.932934 0.165349  0.1062
I: -0.305629 4.321904 -2.175053  0.2374

Cartesian forces, eV/Å:
0.1 -0.5 0.0
0.0 0.2 0.0
0.0 -0.2 0.0
0.0 0.0 0.0
0.0 0.0 0.0
0.0 0.1 0.0
-0.1 0.0 0.0
0.0 0.0 0.0
0.1 0.0 0.0
0.0 -0.1 -0.1
0.0 0.0 0.1
0.0 -0.1 0.1
0.0 0.0 0.0
0.0 0.0 0.0
0.0 0.0 0.0
0.0 0.0 0.0
0.1 0.0 -0.1
0.0 0.0 0.1
0.0 0.0 0.0
0.0 0.0 0.0
0.0 0.0 0.0
0.0 0.0 0.0
0.0 0.0 0.0
0.0 0.0 0.0
0.0 0.0 0.0
0.0 0.0 0.0
0.0 0.0 0.0
0.0 0.0 0.0
0.0 0.0 0.0
-0.1 0.0 0.0
0.0 0.0 -0.1
0.0 0.0 0.0
0.0 0.0 0.0
-0.4 0.1 -0.1
0.0 0.0 0.0
0.0 0.0 0.0
0.0 0.0 0.0
0.0 0.0 0.0
0.0 0.0 0.0
0.0 0.0 0.0
0.0 0.0 0.0
0.0 0.0 0.0
0.0 0.0 0.0
0.0 0.0 0.0
0.0 0.0 0.0
0.0 0.0 0.0
0.0 0.0 0.0
0.0 0.0 0.0
0.0 0.0 0.0
0.0 0.0 0.0
0.0 0.0 0.0
0.0 0.0 0.0
0.0 0.0 0.0
0.0 0.0 0.0
0.0 0.0 0.0
0.0 0.0 0.0
0.0 0.0 0.0
0.0 0.0 0.0
0.0 0.0 0.0
0.0 0.0 0.0
0.0 0.0 0.1
0.2 0.1 0.1
0.0 0.0 0.0
0.0 0.0 0.0
0.0 0.0 0.0
0.0 0.0 0.0
0.0 -0.1 -0.1
0.0 0.1 0.1
0.0 0.0 0.0
0.0 0.0 0.0
0.0 0.0 0.0
0.0 0.0 0.0
-0.1 0.1 0.0

The energy is -5352.71555 a.u. The calculation puts the energy relative to the best compared isomer or geometry (same formula, charge and spin) at 0.0000 eV. Its charge is +1. The value obtained for the frontier orbital gap is 0.225 Ha.

=====

# 2
This record from the OMol25 dataset describes C33H28Cl2MoN8S as an isolated structure. The level of theory is the ωB97M-V functional and the def2-TZVPD basis.

Last column: Löwdin charge in e.
CARTESIAN COORDINATES (ANGSTROEM)
Mo: 0.010385 0.376005 -0.222814  0.9782
Cl: -1.861914 1.650479 1.003282  0.7322
C: -3.118079 1.917144 -0.223661  -0.5748
C: -4.228466 2.613097 0.216368  -0.1233
C: -5.256113 2.863148 -0.676190  -0.0884
C: -5.137641 2.407922 -1.980636  -0.1205
C: -4.007121 1.716522 -2.376634  -0.6836
Cl: -3.945063 1.186115 -4.031550  0.6523
C: -2.933411 1.434464 -1.515042  -0.6892
S: -1.515550 0.578118 -2.103727  0.5583
H: -4.279230 2.949089 1.242940  0.1014
H: -6.136557 3.405658 -0.361598  0.1046
H: -5.919970 2.583632 -2.705491  0.1018
N: 0.802050 -9.788657 -2.001758  0.1554
C: 0.724697 -8.661459 -1.793627  -0.1819
C: 0.625953 -7.246943 -1.531567  -0.2303
C: -0.337441 -6.487306 -2.189575  -0.0100
C: -0.431203 -5.130342 -1.931780  -0.0023
C: 0.435868 -4.528408 -1.026448  -0.2093
C: 1.397185 -5.292174 -0.375695  -0.0119
C: 1.494696 -6.651598 -0.622274  -0.0149
C: 0.328166 -3.058318 -0.762768  -0.0518
C: 1.262750 -2.273696 -1.394661  -0.2327
C: 2.327210 -2.727870 -2.252470  -0.0199
C: 3.030030 -1.633323 -2.642704  -0.0570
C: 2.380513 -0.510544 -2.040401  -0.1273
N: 1.347476 -0.873251 -1.316258  -0.0881
C: -0.727154 -2.690797 0.103933  -0.2596
C: -1.600817 -3.605394 0.733773  -0.0232
C: -2.481322 -2.869765 1.502141  -0.0697
C: -2.118547 -1.528673 1.318713  -0.1986
N: -1.069200 -1.402113 0.500299  -0.1156
H: -1.005394 -6.960242 -2.896179  0.1225
H: -1.178454 -4.530275 -2.434684  0.1342
H: 2.068842 -4.817541 0.328038  0.1270
H: 2.238018 -7.251916 -0.115946  0.1206
H: 2.508511 -3.755066 -2.523989  0.1118
H: 3.891596 -1.588698 -3.288175  0.0963
H: 2.651481 0.532355 -2.131909  0.1041
H: -1.572965 -4.676908 0.621327  0.1109
H: -3.292585 -3.231776 2.111457  0.0944
H: -2.586698 -0.661086 1.753762  0.0628
N: 4.364127 -0.590650 3.028230  0.1378
N: 3.035414 -0.683217 2.617822  -0.2871
N: 2.097673 -1.171832 3.390666  0.1403
C: 1.021657 -0.965815 2.637858  -0.1637
N: 1.334898 -0.367432 1.483609  -0.0847
N: 2.646183 -0.206610 1.482033  0.1081
H: 4.544083 -1.422427 3.582288  0.0983
H: 4.921561 -0.620917 2.179426  0.0998
H: 0.024280 -1.265016 2.908731  0.1086
C: 0.514467 4.382734 0.064423  -0.0322
C: 1.571011 3.266089 0.150094  -0.5425
C: 2.115377 3.208433 1.578013  -0.0640
C: 0.922493 1.952002 -0.155969  -0.3172
C: 2.663282 3.508923 -0.897874  -0.1800
C: 2.321202 3.526239 -2.252700  -0.0509
C: 3.280834 3.728060 -3.229607  -0.0763
C: 4.609747 3.925001 -2.873816  -0.0940
C: 4.960301 3.919544 -1.535110  -0.0812
C: 3.994225 3.712247 -0.555611  -0.0307
H: -0.253391 4.235791 0.824428  0.0698
H: 0.026513 4.392996 -0.910149  0.0850
H: 0.990680 5.351794 0.226649  0.0945
H: 1.302147 2.956671 2.261246  0.0849
H: 2.520385 4.176710 1.879923  0.0904
H: 2.891320 2.451511 1.685407  0.0634
H: 0.773648 1.712287 -1.286322  0.0165
H: 1.289935 3.375559 -2.553291  0.1151
H: 2.989652 3.732536 -4.272226  0.1050
H: 5.361835 4.082047 -3.635907  0.1003
H: 5.991120 4.076039 -1.243178  0.1013
H: 4.295004 3.709392 0.482894  0.1003

Cartesian forces, eV/Å:
-0.3 0.6 -0.3
0.1 -0.1 -0.3
0.1 0.0 0.2
-0.1 0.0 -0.1
0.0 0.0 0.0
0.0 0.0 0.0
-0.1 0.0 -0.2
0.0 0.0 0.1
-0.1 0.0 -0.1
0.1 0.0 0.3
0.0 0.0 0.0
0.0 0.0 0.0
0.0 0.0 0.0
0.0 0.0 0.0
0.0 0.1 0.0
0.0 -0.2 0.0
0.0 0.1 0.0
0.0 -0.1 0.0
0.0 0.1 0.0
0.0 -0.1 0.0
0.0 0.1 0.0
-0.2 -0.2 0.2
0.4 0.3 -0.3
-0.2 -0.2 0.2
0.0 0.4 0.0
0.2 -0.1 -0.2
-0.2 -0.4 0.1
0.1 0.0 0.0
0.0 -0.1 0.0
0.0 0.1 0.0
0.0 0.0 0.0
0.1 -0.2 0.0
0.0 0.0 0.0
0.0 0.0 0.0
0.0 0.0 0.0
0.0 0.0 0.0
0.0 0.0 0.0
0.0 0.0 0.0
0.0 0.0 0.0
0.0 0.0 0.0
0.0 0.0 0.0
0.0 0.0 0.0
-0.2 -0.1 -0.1
0.2 -0.1 0.1
-0.1 0.0 -0.1
0.1 -0.1 0.1
0.1 0.0 0.0
-0.2 0.2 -0.1
0.0 0.0 0.0
0.0 0.0 0.0
0.0 0.0 0.0
0.0 0.0 0.0
0.0 -0.1 -0.1
0.0 0.1 0.1
0.2 -0.2 0.0
0.0 0.0 0.0
0.0 0.0 0.0
0.0 0.0 0.0
0.0 0.0 0.0
0.0 0.0 0.0
0.0 0.0 0.0
0.0 0.0 0.0
0.0 0.0 0.0
0.0 0.0 0.0
0.0 0.0 0.0
0.0 0.0 0.0
0.0 0.0 0.0
0.0 0.1 0.2
0.0 0.0 0.0
0.0 0.0 0.0
0.0 0.0 0.0
0.0 0.0 0.0
0.0 0.0 0.0

The energy is -3099.07205 a.u. The calculation puts the energy relative to the best compared isomer or geometry (same formula, charge and spin) at 0.0000 eV. Its charge is 0. The value obtained for the frontier orbital gap is 0.231 Ha.

=====

# 3
This record from the OMol25 dataset describes C33H28Cl5CrN4O7 as an isolated structure. The level of theory is the ωB97M-V functional and the def2-TZVPD basis.

Last column: Löwdin spin population.
CARTESIAN COORDINATES (ANGSTROEM)
Cr: -1.067342 -0.716498 -0.045654  0.9946
C: -4.702011 -1.581848 -2.299264  0.0001
O: -5.497964 -1.211970 -1.163489  0.0006
C: -5.141459 -1.728424 0.050953  0.0014
C: -6.121634 -2.356010 0.791302  -0.0008
C: -5.846022 -2.872090 2.058555  0.0032
C: -4.572398 -2.752887 2.563532  -0.0004
C: -3.565618 -2.114787 1.827662  0.0024
C: -2.272655 -1.927465 2.455658  -0.0047
N: -1.274314 -1.342658 1.919417  -0.0032
N: -0.172687 -1.176152 2.775520  0.0027
C: 0.767826 -0.615900 2.085183  0.0037
O: 0.648703 -0.313803 0.825716  0.0034
C: 2.038635 -0.247921 2.761205  -0.0007
C: 2.908474 0.640445 2.138269  0.0005
C: 4.106509 0.987477 2.750101  -0.0001
C: 4.435527 0.449208 3.986298  0.0005
C: 3.559693 -0.429604 4.617429  -0.0001
C: 2.364977 -0.778201 4.008847  0.0004
C: -3.838026 -1.582585 0.565751  0.0000
O: -2.944752 -0.915997 -0.159768  0.0192
H: -5.364365 -1.545853 -3.162389  0.0000
H: -4.313601 -2.597491 -2.187297  0.0000
H: -3.864905 -0.904835 -2.444583  -0.0001
H: -7.107777 -2.440381 0.349870  -0.0002
H: -6.624176 -3.362840 2.628159  0.0002
H: -4.330419 -3.140968 3.546899  -0.0001
H: -2.145367 -2.274805 3.478965  -0.0006
H: 2.654489 1.044172 1.165773  0.0001
H: 4.787721 1.664148 2.248439  0.0000
H: 5.376355 0.708316 4.456474  0.0000
H: 3.811400 -0.845340 5.585915  0.0000
H: 1.674747 -1.463820 4.482840  0.0000
Cl: -0.911790 -3.035699 -0.762660  0.0027
C: -1.200137 -2.215752 -2.305484  -0.0016
C: -1.225916 -0.836146 -2.184715  -0.0165
C: -1.373461 -0.186142 -3.395933  -0.0019
Cl: -1.387806 1.570338 -3.446136  -0.0003
C: -1.495844 -0.860724 -4.618003  -0.0006
Cl: -1.670615 0.006560 -6.097314  -0.0004
C: -1.491365 -2.255696 -4.654623  0.0009
Cl: -1.683835 -3.110659 -6.136508  0.0003
C: -1.330525 -2.953279 -3.462496  -0.0006
Cl: -1.320057 -4.676752 -3.419414  -0.0005
O: 1.203362 1.743676 -1.350832  -0.0003
C: 1.809326 0.641013 -1.520336  0.0000
O: 1.286651 -0.459145 -1.806037  -0.0011
C: 3.304842 0.658326 -1.329579  -0.0002
C: 4.044987 1.805166 -1.562874  0.0000
C: 5.421009 1.856373 -1.295231  0.0000
C: 5.987517 0.724563 -0.769731  0.0000
O: 7.288927 0.530823 -0.385983  0.0000
C: 7.362315 -0.814572 0.099375  0.0000
O: 6.063673 -1.395602 -0.016102  0.0000
C: 5.254109 -0.423865 -0.548815  0.0000
C: 3.917483 -0.499447 -0.826096  0.0000
H: 3.541593 2.681604 -1.951358  0.0000
H: 6.009448 2.745076 -1.484675  0.0000
H: 7.666679 -0.806400 1.145729  0.0000
H: 8.071699 -1.380037 -0.504001  0.0000
H: 3.334591 -1.396403 -0.661251  0.0000
N: -1.659172 4.231934 0.130273  0.0000
C: -2.409823 3.402103 -0.887785  -0.0002
C: -2.510043 1.953094 -0.429088  0.0015
N: -1.213248 1.403740 -0.034542  -0.0029
C: -0.600375 2.220204 1.025544  -0.0010
C: -0.327772 3.607820 0.494757  -0.0006
H: -2.222285 4.303523 0.976866  0.0000
H: -1.524454 5.175126 -0.226580  0.0000
H: -1.852814 3.472264 -1.818116  0.0000
H: -3.395749 3.845199 -1.015090  0.0000
H: -2.921267 1.357918 -1.241370  -0.0001
H: -3.199047 1.863744 0.415848  0.0001
H: -0.523408 1.451474 -0.816208  0.0013
H: 0.342147 1.775185 1.317163  0.0000
H: -1.266635 2.246965 1.895578  0.0001
H: 0.271166 3.523888 -0.413065  0.0000
H: 0.168352 4.255989 1.214598  -0.0001

Cartesian forces, eV/Å:
0.3 0.1 -0.5
-0.1 -0.1 0.1
0.1 0.1 -0.2
-0.1 -0.1 -0.2
0.0 -0.1 0.1
-0.1 0.0 -0.1
0.0 0.0 0.1
0.2 0.0 0.2
-0.2 -0.1 0.2
-0.1 0.1 0.3
-0.3 0.0 -0.3
0.2 0.0 -0.1
-0.4 -0.2 0.1
0.0 0.0 0.0
0.0 0.0 0.0
0.0 0.0 0.0
0.0 0.0 0.0
0.0 0.0 0.0
0.0 0.0 0.0
0.2 0.2 -0.4
0.1 0.2 0.6
0.0 0.0 0.0
0.0 0.0 0.0
0.0 0.1 0.0
0.0 0.0 0.0
0.0 0.0 0.0
0.0 0.0 0.0
0.0 0.0 0.0
0.0 0.0 0.0
0.0 0.0 0.0
0.0 0.0 0.0
0.0 0.0 0.0
0.0 0.0 0.0
0.1 -0.3 0.0
0.1 0.2 0.1
-0.1 -0.3 0.1
-0.1 0.1 -0.1
0.0 -0.2 -0.1
0.0 0.1 0.1
0.0 0.0 0.0
0.0 0.1 0.0
0.0 0.0 0.0
0.0 -0.2 0.1
0.0 0.1 0.0
-0.1 0.0 0.1
-0.3 -0.3 -0.3
0.1 0.5 0.3
0.1 -0.1 0.1
0.2 0.1 0.1
-0.1 0.1 -0.1
0.1 0.1 0.0
0.1 -0.1 0.1
-0.2 0.1 -0.1
0.2 0.0 0.0
-0.1 -0.1 0.0
-0.1 0.0 -0.1
0.0 -0.1 0.0
0.0 0.0 0.0
0.0 0.0 0.1
0.0 0.0 -0.1
0.0 0.1 0.0
0.1 -0.2 -0.1
0.0 -0.1 0.0
0.1 0.0 0.1
0.2 0.0 0.0
-0.3 -0.1 -0.1
-0.1 0.0 0.0
0.0 0.0 0.1
0.0 0.0 0.0
0.1 0.0 0.0
0.0 0.1 0.0
0.0 0.0 0.0
0.0 0.0 0.0
0.1 0.2 -0.2
0.1 0.0 0.0
0.0 0.0 0.0
0.0 0.0 -0.1
-0.1 0.0 0.0

As for the spin multiplicity: 2. The energy is -5365.41095 a.u. The calculation puts the energy relative to the best compared isomer or geometry (same formula, charge and spin) at 1.2159 eV. Its charge is 0. The value obtained for the frontier orbital gap (alpha / beta) is 0.242 / 0.243 Ha.